# C52H31FHfN10OS4

A structure of composition C52H31FHfN10OS4 (ωB97M-V with the def2-TZVPD basis set, the OMol25 dataset).

Summary:
Max |F|: 5.4 eV/A
DFT total energy: -118744.792 eV
2S+1: 1
Orbital gap (alpha / beta): 4.5404 / 4.5376 eV
Charge: 0

Geometry as XYZ:
```
100
C52H31FHfN10OS4, DFT ωB97M-V with the def2-TZVPD basis set
Hf 0.61 -1.21 0.49
C 1.24 -6.79 4.00
C 1.53 -7.32 2.73
C 1.53 -6.54 1.56
C 1.50 -5.17 1.78
C 1.71 -4.03 0.85
N 2.11 -4.18 -0.40
C 2.35 -3.17 -1.22
C 2.59 -3.41 -2.64
C 2.76 -4.60 -3.36
C 2.85 -4.50 -4.71
C 2.71 -3.32 -5.36
C 2.62 -2.07 -4.67
C 2.55 -2.14 -3.24
C 2.39 -1.18 -2.21
N 2.39 0.10 -2.43
C 2.13 1.02 -1.48
N 1.74 0.70 -0.13
C 1.92 1.89 0.58
N 2.12 1.97 1.90
C 1.78 0.97 2.70
N 1.32 -0.31 2.45
C 1.30 -0.95 3.68
N 1.34 -2.28 3.83
C 1.38 -3.15 2.82
N 1.61 -2.82 1.46
C 1.27 -4.59 3.03
C 1.14 -5.40 4.14
C 1.62 -0.02 4.75
C 1.87 -0.20 6.13
C 2.40 0.87 6.83
C 2.66 2.08 6.16
C 2.47 2.27 4.82
C 1.96 1.16 4.11
C 2.17 3.02 -0.37
C 2.44 4.37 -0.24
C 2.87 5.11 -1.32
C 2.95 4.50 -2.58
C 2.63 3.17 -2.77
C 2.35 2.45 -1.66
N 2.23 -1.85 -0.97
H 1.12 -7.42 4.87
H 1.60 -8.41 2.58
H 1.68 -6.99 0.55
H 2.79 -5.55 -2.79
H 3.02 -5.42 -5.25
H 2.83 -3.33 -6.44
H 2.57 -1.11 -5.22
H 1.01 -5.02 5.12
H 1.71 -1.20 6.54
H 2.67 0.90 7.90
H 3.04 2.91 6.78
H 2.78 3.22 4.33
H 2.44 4.86 0.78
H 3.22 6.13 -1.15
H 3.27 5.07 -3.48
H 2.66 2.75 -3.76
F -0.96 -2.22 1.15
O -0.60 -1.15 -1.24
S -1.10 -1.17 -2.74
C -2.37 -2.38 -2.72
C -2.84 -2.88 -3.97
C -3.61 -4.03 -4.04
C -3.99 -4.71 -2.90
C -3.55 -4.19 -1.68
C -2.76 -3.03 -1.58
C -2.11 0.34 -2.92
C -2.49 1.11 -1.88
C -3.20 2.31 -2.12
C -3.61 2.69 -3.37
C -3.44 1.75 -4.41
C -2.62 0.63 -4.19
H -2.76 -2.27 -4.89
H -4.00 -4.44 -4.98
H -4.68 -5.55 -2.92
H -3.95 -4.58 -0.72
H -2.27 -2.84 -0.64
H -2.24 0.91 -0.80
H -3.42 2.98 -1.34
H -4.09 3.64 -3.54
H -3.80 1.92 -5.44
H -2.46 -0.09 -4.99
S -1.44 5.10 4.72
C -1.67 3.87 3.60
S -1.45 2.17 3.78
C -1.64 1.84 2.10
N -1.75 3.00 1.36
N -2.02 4.06 2.22
C -2.60 5.27 1.63
C -3.24 6.30 2.42
C -3.82 7.32 1.66
C -3.89 7.34 0.25
C -3.27 6.29 -0.49
C -2.62 5.32 0.23
S -1.63 0.34 1.40
H -3.27 6.24 3.48
H -4.43 8.10 2.18
H -4.42 8.19 -0.25
H -3.34 6.25 -1.57
H -2.13 4.42 -0.20
```

Atom charges from the Löwdin analysis, given in e for atoms 1 to 8: number 1, Hf, carries 1.589; number 2, C, carries -0.058; number 3, C, carries -0.071; number 4, C, carries -0.008; number 5, C, carries -0.099; number 6, C, carries -0.283; number 7, N, carries 0.201; number 8, C, carries -0.307

***

# C52H37LaN5O7S

A structure of composition C52H37LaN5O7S (ωB97M-V with the def2-TZVPD basis set, the OMol25 dataset).

Summary:
Relative energy (zero: lowest compared OMol25 entry of this formula, charge and spin): 1.822 eV
Max |F|: 3.2 eV/A
DFT total energy: -88007.483 eV
2S+1: 1
Orbital gap: 3.2613 eV
Charge: -1

Geometry as XYZ:
```
103
C52H37LaN5O7S, DFT ωB97M-V with the def2-TZVPD basis set
La 0.59 0.03 0.30
C -0.66 1.34 -4.11
C -0.34 0.63 -2.95
N -0.30 1.22 -1.75
C -0.60 2.51 -1.62
C -1.13 3.23 -2.76
C -1.15 2.62 -4.01
C -1.53 4.54 -2.50
C -1.37 5.21 -1.26
C -0.85 4.56 -0.15
C -0.40 3.19 -0.33
N 0.13 2.44 0.66
C 0.37 3.12 1.90
C 1.47 3.97 2.05
C 1.82 4.63 3.26
C 1.13 4.34 4.40
C 0.05 3.42 4.34
C -0.71 3.05 5.49
C -1.77 2.17 5.37
C -1.94 1.48 4.12
N -1.26 1.82 3.08
C -0.27 2.75 3.13
H -0.65 0.84 -5.11
H 0.02 -0.39 -2.95
H -1.62 3.11 -4.84
H -1.97 5.10 -3.32
H -1.66 6.24 -1.19
H -0.75 5.01 0.86
H 2.01 4.08 1.09
H 2.63 5.39 3.28
H 1.34 4.87 5.30
H -0.43 3.53 6.44
H -2.48 2.05 6.22
H -2.80 0.76 4.07
O 2.12 1.11 4.31
C 1.68 0.08 3.73
O 1.56 -0.09 2.44
C 1.29 -1.04 4.67
C 1.87 -1.09 5.97
C 1.72 -2.24 6.72
C 1.17 -3.41 6.13
C 0.41 -3.29 4.97
C 0.34 -2.01 4.27
S -0.83 -1.87 3.00
H 2.50 -0.25 6.36
H 2.08 -2.26 7.71
H 1.28 -4.37 6.66
H -0.15 -4.16 4.57
O 3.85 5.51 -5.28
C 4.06 5.11 -3.99
O 4.57 5.95 -3.25
C 3.69 3.77 -3.47
C 3.49 3.80 -2.03
C 3.29 2.60 -1.38
C 3.22 1.38 -2.09
C 3.33 1.39 -3.50
C 3.48 2.61 -4.18
N 3.08 0.22 -1.40
C 3.44 -0.97 -1.79
C 3.00 -2.14 -1.09
C 3.36 -3.36 -1.60
C 2.80 -4.50 -1.02
C 2.10 -4.36 0.15
C 1.91 -3.12 0.70
N 2.26 -1.98 0.08
H 3.38 4.88 -5.82
H 3.59 4.74 -1.51
H 3.14 2.57 -0.33
H 3.29 0.44 -4.06
H 3.37 2.65 -5.23
H 4.12 -1.14 -2.69
H 3.90 -3.46 -2.54
H 2.88 -5.40 -1.60
H 1.78 -5.22 0.74
H 1.50 -2.99 1.70
O -0.89 -2.44 -1.16
C -2.32 -2.37 -0.92
C -2.61 -1.22 0.05
O -3.79 -1.06 0.32
O -1.57 -0.58 0.52
C -2.84 -3.67 -0.24
C -2.00 -4.50 0.47
C -2.53 -5.74 0.94
C -3.86 -6.02 0.77
C -4.69 -5.14 0.13
C -4.22 -3.98 -0.40
C -3.02 -2.12 -2.30
C -3.05 -0.85 -2.86
C -3.43 -0.63 -4.19
C -3.69 -1.71 -5.00
C -3.73 -3.01 -4.49
C -3.38 -3.21 -3.14
H -0.66 -3.26 -1.65
H -0.97 -4.21 0.71
H -1.82 -6.43 1.41
H -4.33 -6.89 1.18
H -5.74 -5.44 -0.05
H -4.90 -3.27 -0.87
H -2.81 0.03 -2.27
H -3.59 0.39 -4.52
H -3.87 -1.59 -6.09
H -4.06 -3.84 -5.20
H -3.45 -4.22 -2.75
```

Atom charges from the Löwdin analysis, given in e for atoms 1 to 8: number 1, La, carries 2.037; number 2, C, carries -0.074; number 3, C, carries -0.177; number 4, N, carries -0.044; number 5, C, carries -0.152; number 6, C, carries -0.185; number 7, C, carries -0.020; number 8, C, carries -0.090

***

# C52H39BrMnN6O

A structure of composition C52H39BrMnN6O (ωB97M-V with the def2-TZVPD basis set, the OMol25 dataset).

Summary:
Max |F|: 4.1 eV/A
DFT total energy: -166906.747 eV
2S+1: 6
Orbital gap (alpha / beta): 4.8994 / 5.2827 eV
⟨S²⟩: 8.87
Charge: 0

Geometry as XYZ:
```
100
C52H39BrMnN6O, DFT ωB97M-V with the def2-TZVPD basis set
Mn -18.23 10.43 -12.14
C -17.62 2.90 -13.36
C -18.84 3.51 -13.73
C -19.01 4.86 -13.43
C -18.03 5.58 -12.71
C -16.83 4.97 -12.40
C -16.61 3.65 -12.76
C -18.18 7.04 -12.52
C -18.11 7.59 -11.19
C -18.10 6.82 -9.99
C -17.83 7.68 -8.95
C -17.78 9.03 -9.49
N -17.91 8.94 -10.91
C -17.58 10.26 -8.81
C -17.34 11.46 -9.43
C -17.10 12.72 -8.79
C -16.86 13.62 -9.79
C -16.88 12.97 -11.03
C -16.47 13.50 -12.32
C -15.36 14.43 -12.48
C -14.72 14.52 -13.77
C -13.67 15.43 -13.99
C -13.30 16.33 -13.01
C -13.94 16.25 -11.77
C -14.82 15.27 -11.47
C -17.23 13.07 -13.43
N -18.07 11.92 -13.50
C -18.78 11.99 -14.69
C -19.51 10.88 -15.26
C -20.56 11.20 -16.28
C -21.08 12.52 -16.36
C -22.04 12.91 -17.33
C -22.61 12.03 -18.24
C -22.23 10.70 -18.09
C -21.24 10.29 -17.15
C -19.18 9.56 -14.86
C -18.99 8.43 -15.73
C -18.60 7.39 -14.96
C -18.54 7.85 -13.57
N -18.87 9.23 -13.53
C -18.39 13.16 -15.42
C -17.50 13.88 -14.62
N -17.23 11.62 -10.83
C -17.66 10.23 -7.31
C -16.67 10.78 -6.53
C -16.73 10.64 -5.18
C -17.78 9.93 -4.51
C -18.76 9.41 -5.31
C -18.72 9.54 -6.69
H -17.48 1.81 -13.58
H -19.59 2.97 -14.21
H -19.97 5.33 -13.58
H -16.07 5.58 -11.98
H -15.66 3.18 -12.56
H -18.39 5.73 -9.89
H -17.70 7.35 -7.94
H -17.03 12.84 -7.70
H -16.79 14.72 -9.61
H -15.09 13.85 -14.57
H -13.13 15.47 -14.93
H -12.62 17.13 -13.16
H -13.65 16.98 -10.98
H -15.02 15.11 -10.40
H -20.69 13.23 -15.62
H -22.32 13.95 -17.27
H -23.25 12.42 -19.02
H -22.75 9.95 -18.67
H -20.96 9.25 -17.17
H -19.07 8.51 -16.78
H -18.52 6.37 -15.27
H -18.84 13.50 -16.34
H -17.11 14.88 -14.80
H -15.78 11.33 -6.91
H -16.01 11.11 -4.54
H -17.66 9.78 -3.44
H -19.66 8.92 -4.90
H -19.56 9.07 -7.31
C -25.09 8.59 -12.19
C -24.34 9.88 -12.21
C -24.91 11.06 -12.77
C -24.27 12.24 -12.76
C -22.98 12.24 -12.16
Br -22.03 13.85 -12.16
N -22.43 11.18 -11.64
C -23.08 10.01 -11.66
H -25.89 8.69 -11.45
H -24.40 7.76 -11.86
H -25.48 8.29 -13.19
H -25.91 10.98 -13.27
H -24.67 13.20 -13.15
H -22.53 9.22 -11.17
C -24.27 10.19 -6.74
C -22.80 10.57 -6.51
N -22.57 11.16 -5.32
O -21.93 10.48 -7.38
H -24.91 11.01 -7.07
H -24.77 9.78 -5.86
H -24.34 9.48 -7.58
H -23.34 11.17 -4.64
H -21.61 11.28 -5.01
```

Atom charges from the Löwdin analysis, given in e for atoms 1 to 8: number 1, Mn, carries 0.958; number 2, C, carries -0.083; number 3, C, carries -0.068; number 4, C, carries -0.045; number 5, C, carries -0.191; number 6, C, carries -0.031; number 7, C, carries -0.081; number 8, C, carries -0.077

***

# C52H39Cl3CuNO3S3

A structure of composition C52H39Cl3CuNO3S3 (ωB97M-V with the def2-TZVPD basis set, the OMol25 dataset).

Summary:
Relative energy (zero: lowest compared OMol25 entry of this formula, charge and spin): 0.000 eV
Max |F|: 0.1 eV/A
DFT total energy: -176903.327 eV
2S+1: 1
Orbital gap: 7.0636 eV
Charge: 0

Geometry as XYZ:
```
102
C52H39Cl3CuNO3S3, DFT ωB97M-V with the def2-TZVPD basis set
Cu 2.02 -0.34 -2.48
Cl 6.05 5.68 -1.62
C 4.92 4.42 -2.04
C 5.19 3.11 -1.68
C 4.28 2.12 -1.99
Cl 4.65 0.49 -1.50
C 3.05 2.36 -2.66
O 2.14 1.49 -2.90
C 2.87 3.72 -3.03
Cl 1.44 4.12 -3.94
C 3.76 4.73 -2.73
H 6.10 2.86 -1.15
H 3.56 5.74 -3.04
C -7.24 0.13 -2.08
C -5.76 -0.02 -1.87
C -4.85 0.26 -2.88
C -3.48 0.12 -2.69
C -3.02 -0.31 -1.45
C -3.91 -0.62 -0.43
C -5.27 -0.47 -0.64
S -1.26 -0.52 -1.20
O -0.66 -0.54 -2.57
C -0.95 1.13 -0.55
C -0.72 2.17 -1.48
C -0.47 3.43 -1.03
C -0.40 3.70 0.36
C -0.08 5.00 0.83
C 0.08 5.24 2.16
C -0.08 4.18 3.09
C -0.40 2.93 2.67
C -0.58 2.65 1.29
C -0.87 1.34 0.81
C -1.00 0.22 1.79
C -2.14 0.11 2.63
C -3.23 1.03 2.54
C -4.32 0.89 3.35
C -4.39 -0.16 4.29
C -3.36 -1.05 4.40
C -2.21 -0.94 3.58
C -1.14 -1.86 3.67
C -0.06 -1.75 2.86
C 0.00 -0.71 1.92
S 1.41 -0.68 0.79
O 2.18 -1.93 1.08
C 2.27 0.71 1.47
C 2.38 1.83 0.67
C 3.04 2.95 1.14
C 3.59 2.96 2.42
C 4.29 4.18 2.95
C 3.47 1.81 3.21
C 2.81 0.69 2.75
H -7.45 0.57 -3.05
H -7.68 0.76 -1.31
H -7.74 -0.84 -2.04
H -5.22 0.60 -3.84
H -2.77 0.33 -3.48
H -3.53 -0.99 0.52
H -5.96 -0.70 0.16
H -0.71 1.93 -2.54
H -0.28 4.23 -1.74
H 0.06 5.79 0.10
H 0.34 6.23 2.51
H 0.07 4.38 4.15
H -0.51 2.13 3.39
H -3.18 1.83 1.81
H -5.14 1.59 3.27
H -5.26 -0.25 4.93
H -3.41 -1.86 5.12
H -1.20 -2.66 4.41
H 0.77 -2.46 2.89
H 1.95 1.82 -0.33
H 3.14 3.82 0.51
H 4.44 4.92 2.16
H 5.26 3.93 3.37
H 3.70 4.65 3.74
H 3.90 1.81 4.21
H 2.73 -0.20 3.36
N 2.13 -2.23 -2.08
S 1.19 -3.32 -2.74
C 2.04 -4.89 -2.54
C 3.40 -4.89 -2.28
C 4.07 -6.10 -2.17
C 3.39 -7.29 -2.34
C 2.02 -7.28 -2.61
C 1.34 -6.08 -2.71
C -0.22 -3.67 -1.70
C -0.07 -3.90 -0.34
C -1.20 -4.11 0.44
C -2.46 -4.08 -0.14
C -2.60 -3.84 -1.50
C -1.48 -3.63 -2.29
H 2.41 -2.47 -1.13
H 3.92 -3.94 -2.17
H 5.13 -6.10 -1.96
H 3.91 -8.23 -2.26
H 1.49 -8.21 -2.74
H 0.28 -6.07 -2.91
H 0.92 -3.90 0.11
H -1.10 -4.28 1.50
H -3.34 -4.23 0.47
H -3.59 -3.80 -1.95
H -1.57 -3.40 -3.34
```

Atom charges from the Löwdin analysis, given in e for atoms 1 to 8: number 1, Cu, carries 0.303; number 2, Cl, carries 0.632; number 3, C, carries -0.696; number 4, C, carries -0.157; number 5, C, carries -0.574; number 6, Cl, carries 0.738; number 7, C, carries -0.493; number 8, O, carries -0.197